97
Properties=species:S:1:pos:R:3 method="wB97M-V/def2-TZVPD" e_lumo_ev=0.661 spin_multiplicity=1 total_charge=-1 homo_ha=-0.072 homo_lumo_gap_ev=2.621
N 6.744 -0.419 -2.717
O -0.437 4.027 0.308
H 1.436 -6.215 -6.298
O -2.127 -1.599 6.627
H 3.499 4.288 -6.386
O -4.336 2.494 1.094
O 0.289 0.349 -2.391
O -6.002 -6.776 2.800
N 0.669 1.921 9.072
O -2.253 -1.568 8.773
C -5.589 0.621 3.495
O 4.360 -1.956 -5.878
H 0.548 -7.324 -5.211
O 3.478 1.741 -5.641
O 0.042 -1.790 -2.439
C 7.914 -1.079 -2.075
H 4.155 -4.305 -4.812
C 4.517 4.067 -6.044
N -4.246 1.220 7.288
N -1.793 -1.981 7.726
H 0.082 -2.609 8.386
C -0.742 -3.028 7.816
H -5.488 -3.824 2.993
B 4.630 2.553 -5.801
C 1.362 3.064 -0.805
O -7.375 -0.713 4.131
H -3.970 -0.361 8.607
H 0.866 3.688 -5.342
H 8.466 -1.592 -2.857
C -0.375 2.148 8.036
O 0.847 0.782 9.454
H 4.603 -3.096 -3.570
O 1.273 2.893 9.467
O 1.780 -5.519 -3.837
H 3.272 1.823 -3.586
H -7.007 -4.675 3.379
H -1.534 -1.488 -4.241
H 2.934 -3.714 -3.650
O -5.250 4.256 0.262
N 2.271 -6.470 -4.401
N 3.471 -2.363 -5.164
O 5.904 1.977 -5.781
H -0.826 1.196 7.788
H -6.717 -4.065 1.722
H -2.359 4.187 1.099
H 1.863 3.624 -1.591
O -3.556 2.054 7.830
O -4.759 -5.725 1.390
C -6.262 -4.477 2.617
H -1.987 0.113 -3.581
H -5.389 -0.521 7.528
C -4.810 0.151 8.149
C 3.812 -3.462 -4.219
H -5.297 0.661 2.449
H 4.241 0.465 -4.160
O -1.961 2.661 -5.518
H 2.081 -7.853 -5.969
H 0.113 2.587 7.171
O -0.236 1.440 -5.935
O -5.557 -1.689 3.532
O 3.318 -7.004 -4.095
H 8.518 -0.299 -1.622
C -3.310 4.522 1.503
H -4.728 0.681 4.136
H -3.349 4.370 2.578
N -6.228 -0.697 3.738
N -5.622 -5.768 2.238
H -1.176 -3.881 8.330
H -0.434 -3.291 6.812
H 7.549 -1.775 -1.330
N 0.771 4.051 0.139
O 6.997 0.393 -3.579
H 0.568 2.450 -1.209
N -0.208 -0.670 -2.828
C 3.390 1.099 -4.401
N -4.389 3.693 0.901
H -3.496 5.558 1.249
N 4.770 4.830 -4.707
H -1.111 2.828 8.453
N -0.793 2.508 -5.816
H -0.618 -0.027 -4.756
C -1.174 -0.510 -3.941
O 5.639 -0.741 -2.334
H 0.421 3.655 -7.070
H -5.437 0.626 8.899
H -0.572 4.594 -5.912
C 0.046 3.715 -6.054
O 1.525 4.819 0.687
H 2.072 2.463 -0.246
H -6.307 1.397 3.727
H 2.511 0.460 -4.404
H 5.979 1.227 -5.174
O 6.476 6.419 -5.214
O -4.499 1.186 6.100
C 1.525 -7.014 -5.568
O 2.330 -1.953 -5.151
C 5.651 5.573 -5.100